(1)
{"formula": "C30H46BrN3P2Pd", "method": "ωB97M-V/def2-TZVPD", "species": ["C", "C", "C", "C", "N", "C", "C", "C", "C", "C", "C", "C", "C", "C", "Pd", "P", "H", "H", "H", "H", "H", "H", "H", "H", "C", "C", "H", "H", "H", "H", "H", "C", "C", "H", "H", "H", "H", "H", "C", "C", "H", "H", "H", "H", "H", "Br", "P", "C", "C", "H", "H", "H", "H", "H", "C", "C", "H", "H", "H", "H", "H", "C", "C", "H", "H", "H", "H", "H", "C", "C", "C", "C", "N", "N", "C", "H", "H", "H", "H", "H", "H", "H", "H"], "xyz": [[2.69697, 4.99134, -1.09707], [1.61317, 4.60000, -1.91082], [1.84204, 4.21528, -3.24660], [3.16531, 4.19318, -3.70101], [4.17099, 4.53238, -2.90285], [3.98025, 4.92989, -1.64827], [0.29418, 4.44714, -1.36382], [-0.80674, 4.10818, -0.92611], [-1.70809, 3.37647, -0.08228], [-1.13725, 2.86478, 1.09207], [-1.68782, 1.66802, 1.59263], [-2.86558, 1.18407, 1.04804], [-3.65465, 1.93095, 0.17475], [-3.03712, 3.04297, -0.42925], [-1.07485, -0.50764, 1.05358], [1.03796, -0.38044, 0.23907], [1.01895, 3.91844, -3.89423], [2.54451, 5.29961, -0.06279], [3.38472, 3.90117, -4.73097], [4.85741, 5.21339, -1.06094], [-3.56869, 3.61063, -1.19423], [-0.25082, 3.30947, 1.54116], [-4.69090, 1.63830, -0.00980], [-1.19256, 1.10822, 2.39282], [1.79343, -2.04546, 0.31258], [3.02606, -2.35085, -0.54244], [0.97683, -2.74945, 0.08781], [2.02965, -2.19096, 1.37796], [3.35351, -3.37333, -0.30599], [2.81319, -2.31428, -1.62063], [3.86616, -1.68135, -0.31153], [1.07101, 0.24433, -1.48581], [2.39807, 0.72326, -2.07253], [0.33578, 1.06642, -1.50368], [0.64454, -0.56892, -2.09311], [2.22997, 0.97878, -3.12624], [2.75378, 1.63555, -1.57455], [3.18060, -0.04605, -2.03902], [2.10925, 0.77446, 1.16943], [3.59883, 0.44347, 1.22487], [1.67851, 0.82354, 2.18030], [1.94561, 1.76399, 0.71504], [4.09282, 1.19714, 1.85060], [3.79576, -0.54055, 1.66752], [4.05904, 0.48494, 0.22961], [-3.51964, -0.70052, 1.66717], [-2.01607, -1.98181, -1.02546], [-0.85899, -2.73095, -2.26040], [-1.32751, -3.94203, -3.05945], [0.04645, -2.99035, -1.69004], [-0.58010, -1.91279, -2.93927], [-0.52720, -4.21166, -3.75643], [-1.50860, -4.81480, -2.42517], [-2.21854, -3.73266, -3.66398], [-3.21877, -3.29766, -0.58711], [-4.54727, -3.36852, -1.33623], [-3.39919, -3.16051, 0.48853], [-2.66587, -4.24139, -0.69929], [-5.18752, -4.09487, -0.82048], [-5.08298, -2.41158, -1.34447], [-4.42819, -3.73094, -2.36649], [-2.96872, -0.69196, -1.93093], [-3.35293, -0.96448, -3.38186], [-2.36421, 0.22452, -1.87050], [-3.85663, -0.49818, -1.31408], [-3.85096, -0.06971, -3.77460], [-2.47956, -1.14652, -4.01836], [-4.06153, -1.79427, -3.48993], [1.26688, -3.09576, 5.49951], [0.72252, -1.88715, 4.84947], [0.67443, -0.57775, 5.29262], [0.09353, 0.19107, 4.27191], [-0.21455, -0.62569, 3.23845], [0.16407, -1.87085, 3.61913], [-0.13460, 1.65259, 4.33818], [2.14922, -2.82392, 6.09949], [0.53964, -3.53804, 6.20042], [1.57679, -3.86551, 4.77623], [1.02793, -0.20323, 6.23448], [-0.01832, -2.68749, 3.03349], [0.25243, 2.02342, 5.29762], [0.39044, 2.18231, 3.52937], [-1.19963, 1.91917, 4.30524]], "mulliken_charge": [-0.34, 0.29, -0.36, -0.42, -0.55, -0.41, -0.46, 0.12, 0.19, -0.55, -0.33, 0.11, -0.63, -0.73, -0.33, 1.42, 0.47, 0.51, 0.40, 0.38, 0.49, 0.63, 0.52, 1.57, -0.51, -1.52, 0.65, 0.38, 0.46, 0.30, 0.33, 0.48, -1.19, 0.09, -0.39, 0.47, 0.13, 0.23, 0.11, -1.50, 0.13, 0.15, 0.45, 0.32, 0.32, -0.11, 0.88, -0.16, -1.47, 0.08, 0.32, 0.46, 0.32, 0.28, -0.93, -1.32, 0.62, 0.45, 0.44, 0.25, 0.25, -0.06, -1.41, 0.15, 0.27, 0.45, 0.29, 0.25, -1.25, 0.78, -1.39, 0.53, 0.29, -0.25, -1.43, 0.35, 0.28, 0.35, 0.45, 0.15, 0.41, 0.18, 0.37], "multiplicity": 3, "charge": 2, "e_homo_ha": [-0.483, -0.502], "de_lowest_kcal_mol": 60.55, "energy_ev": -128409.26867, "orbital_gap_ev": [7.47, 5.13], "mol_weight_g_mol": 697.0}

=====

(2)
{"formula": "C18H36As2F12O18Tl", "method": "ωB97M-V/def2-TZVPD", "species": ["Tl", "As", "F", "F", "F", "F", "F", "F", "As", "F", "F", "F", "F", "F", "F", "C", "O", "C", "O", "O", "C", "H", "H", "H", "H", "H", "H", "C", "O", "C", "O", "O", "C", "H", "H", "H", "H", "H", "H", "C", "O", "C", "O", "O", "C", "H", "H", "H", "H", "H", "H", "C", "O", "C", "O", "O", "C", "H", "H", "H", "H", "H", "H", "C", "O", "C", "O", "O", "C", "H", "H", "H", "H", "H", "H", "C", "O", "C", "O", "O", "C", "H", "H", "H", "H", "H", "H"], "xyz": [[-3.36507, 0.28889, -2.46159], [-1.82764, -4.22065, -2.85036], [-0.95672, -4.07128, -1.33267], [-2.42181, -2.57657, -2.56791], [-2.74395, -4.31682, -4.36229], [-1.22533, -5.83738, -2.99184], [-3.22980, -4.83247, -2.00765], [-0.44074, -3.52864, -3.68581], [0.68730, -0.54047, -0.69089], [1.48739, 0.55384, -1.82832], [0.57000, -1.62164, -2.08101], [-0.06169, -1.71639, 0.34281], [0.88391, 0.65925, 0.57080], [-0.93379, 0.04083, -1.09634], [2.21302, -1.26318, -0.24933], [3.06621, -6.10530, 4.26993], [2.10150, -5.04820, 4.52681], [1.83556, -4.21389, 3.57083], [2.41383, -4.09987, 2.49370], [0.76272, -3.51242, 3.90345], [0.19793, -2.63567, 2.96308], [2.62976, -6.83310, 3.58436], [3.21419, -6.68801, 5.17270], [3.92367, -5.60336, 3.83210], [-0.21880, -1.75904, 3.45815], [-0.49094, -3.05844, 2.22761], [0.98179, -2.16494, 2.35987], [5.81536, -0.37147, 6.40609], [5.81079, -0.28771, 4.98837], [5.26579, -1.22728, 4.23573], [4.92810, -2.32485, 4.60717], [5.14743, -0.73459, 3.01829], [4.37639, -1.37377, 2.01886], [6.36216, -1.26558, 6.70228], [4.78489, -0.40705, 6.76514], [6.25371, 0.53361, 6.81464], [4.89842, -1.37481, 1.06687], [3.51571, -0.69943, 1.90493], [3.94338, -2.32557, 2.31780], [-0.84802, 3.01344, 1.20453], [-2.14005, 3.59402, 1.32273], [-3.12581, 3.13387, 0.53728], [-3.07444, 2.06805, -0.02287], [-4.18461, 3.92270, 0.56868], [-4.26143, 4.99230, 1.49540], [-0.76365, 1.98866, 1.54763], [-0.23402, 3.66294, 1.82755], [-0.46371, 3.10691, 0.18957], [-3.84680, 4.69884, 2.46280], [-5.28082, 5.33831, 1.62409], [-3.61365, 5.84300, 1.26997], [0.72400, 3.68579, -2.44953], [-0.31707, 4.64474, -2.48244], [-1.59699, 4.22182, -2.57970], [-1.95600, 3.08212, -2.49366], [-2.39141, 5.28341, -2.53863], [-1.97767, 6.57616, -2.97210], [1.45133, 4.13762, -1.76303], [1.30902, 3.66661, -3.36906], [0.42986, 2.70862, -2.07598], [-2.91080, 7.13030, -2.91127], [-1.52607, 6.56692, -3.96273], [-1.25979, 7.09561, -2.33451], [-2.88529, -3.75617, 0.16408], [-2.76292, -2.99512, 1.32493], [-3.00701, -1.66401, 1.24515], [-3.20093, -1.06573, 0.23381], [-2.83018, -1.20087, 2.46277], [-3.09611, 0.16629, 2.77044], [-1.93825, -4.29877, -0.01244], [-3.10566, -3.11957, -0.68798], [-3.60524, -4.58843, 0.20707], [-3.05238, 0.26298, 3.85108], [-4.10699, 0.49222, 2.51618], [-2.38794, 0.74175, 2.18284], [0.53016, 3.00202, -6.16494], [-0.21796, 2.48406, -5.06947], [-0.17131, 1.16337, -4.75278], [-0.80962, 0.63156, -3.89834], [0.78350, 0.56788, -5.46205], [1.23379, -0.69791, -4.97635], [1.60009, 2.82461, -6.04295], [0.37263, 4.07774, -6.13491], [0.25968, 2.58144, -7.13248], [0.39943, -1.39602, -4.91407], [1.77265, -0.67146, -4.03169], [1.92982, -1.14119, -5.68898]], "mulliken_charge": [1.03, 1.88, -0.34, -0.48, -0.49, -0.48, -0.52, -0.40, 2.08, -0.49, -0.43, -0.35, -0.52, -0.39, -0.50, -0.63, -0.36, 0.96, -0.49, -0.31, -0.36, 0.32, 0.24, 0.30, 0.30, 0.22, 0.14, -0.61, -0.32, 0.83, -0.49, -0.26, -0.23, 0.29, 0.30, 0.23, 0.29, 0.11, 0.11, -0.13, -0.53, 0.90, -0.32, -0.34, -0.75, 0.12, 0.28, -0.09, 0.32, 0.30, 0.27, -0.64, -0.45, 0.83, -0.37, -0.34, -0.71, 0.34, 0.28, 0.13, 0.29, 0.30, 0.29, -0.60, -0.14, 0.74, -0.35, -0.32, -0.30, 0.52, 0.24, 0.44, 0.35, 0.37, -0.20, -0.79, -0.15, 0.47, -0.18, -0.36, -0.59, 0.34, 0.28, 0.31, 0.28, 0.18, 0.31], "multiplicity": 1, "charge": 1, "e_homo_ha": -0.471, "de_lowest_kcal_mol": 0.00, "energy_ev": -215075.58183, "orbital_gap_ev": 1.87, "mol_weight_g_mol": 1122.7}

=====

(3)
{"formula": "C18H35BaF5NO8Te", "method": "ωB97M-V/def2-TZVPD", "species": ["Ba", "C", "C", "O", "C", "C", "O", "C", "C", "O", "C", "C", "O", "C", "C", "O", "C", "C", "O", "H", "H", "H", "H", "H", "H", "H", "H", "H", "H", "H", "H", "H", "H", "H", "H", "H", "H", "H", "H", "H", "H", "H", "H", "F", "Te", "F", "F", "F", "F", "O", "O", "C", "C", "C", "C", "C", "C", "N", "H", "H", "H", "H", "H", "H", "H", "H", "H", "H", "H"], "xyz": [[0.25068, -0.73422, -0.36009], [2.03021, -2.46558, 2.32234], [2.09320, -0.98750, 2.67953], [0.88920, -0.29851, 2.34760], [-0.08737, -0.24484, 3.38078], [-1.35463, 0.34579, 2.79810], [-1.93000, -0.43586, 1.75626], [-2.87965, -1.41245, 2.15688], [-2.26523, -2.77372, 2.42208], [-1.50341, -3.24016, 1.32181], [-2.24272, -3.88532, 0.29596], [-2.12782, -3.11372, -0.99713], [-0.74000, -3.08501, -1.31843], [-0.39757, -2.68277, -2.63628], [1.11041, -2.82082, -2.82064], [1.89141, -2.10273, -1.85938], [2.87525, -2.81780, -1.10390], [2.30277, -3.53427, 0.10436], [1.66026, -2.58716, 0.95708], [1.28791, -2.98816, 2.93413], [3.01115, -2.90872, 2.51451], [2.88518, -0.50010, 2.10933], [2.31618, -0.89581, 3.74690], [0.26692, 0.40564, 4.18847], [-0.25525, -1.24094, 3.79869], [-1.11837, 1.30727, 2.34264], [-2.08203, 0.50407, 3.59999], [-3.60344, -1.48535, 1.34150], [-3.42328, -1.07731, 3.04656], [-3.06165, -3.48333, 2.67248], [-1.58414, -2.73946, 3.27117], [-3.29547, -4.00268, 0.56821], [-1.81425, -4.87891, 0.14775], [-2.51245, -2.09067, -0.87715], [-2.69421, -3.61083, -1.79046], [-0.78046, -1.67273, -2.85698], [-0.85479, -3.34820, -3.37703], [1.35719, -2.42348, -3.80734], [1.37869, -3.87901, -2.79226], [3.57840, -2.04994, -0.77813], [3.41360, -3.51789, -1.74802], [3.10245, -4.06514, 0.62602], [1.55106, -4.26759, -0.20196], [2.25929, 2.70353, -1.67930], [2.44861, 1.06072, -2.56057], [2.99630, -0.37181, -3.63646], [2.50421, 0.42900, -0.68226], [4.26292, 1.17882, -2.22768], [2.62237, 2.13150, -4.05949], [0.71561, 0.60079, -2.62163], [-0.68982, 1.69199, -0.07067], [-0.46814, 2.84878, -0.47233], [-1.01894, 3.35178, -1.78260], [-1.84554, 4.66383, -1.72787], [-1.89844, 5.35746, -0.36650], [-0.56873, 5.98516, 0.05120], [0.60901, 5.04131, -0.17946], [0.30151, 3.67899, 0.23301], [-1.60826, 2.53583, -2.19281], [-0.15480, 3.46691, -2.44227], [-2.86464, 4.43471, -2.03834], [-1.45334, 5.36361, -2.46885], [-2.22094, 4.63951, 0.39367], [-2.66643, 6.13172, -0.38943], [-0.61592, 6.27324, 1.10366], [-0.38784, 6.89870, -0.51996], [1.48952, 5.36496, 0.37217], [0.89440, 5.02343, -1.23233], [0.71411, 3.30145, 1.07114]], "nbo_charge": [1.83, -0.08, -0.09, -0.59, -0.09, -0.09, -0.56, -0.10, -0.09, -0.55, -0.09, -0.09, -0.60, -0.12, -0.09, -0.61, -0.09, -0.10, -0.61, 0.19, 0.20, 0.21, 0.20, 0.19, 0.17, 0.22, 0.19, 0.19, 0.19, 0.19, 0.19, 0.19, 0.20, 0.17, 0.20, 0.19, 0.21, 0.23, 0.19, 0.22, 0.20, 0.20, 0.20, -0.63, 3.42, -0.62, -0.70, -0.59, -0.61, -1.21, -0.79, 0.74, -0.52, -0.40, -0.40, -0.41, -0.23, -0.59, 0.24, 0.25, 0.22, 0.21, 0.20, 0.23, 0.21, 0.22, 0.22, 0.21, 0.41], "multiplicity": 1, "charge": 1, "e_homo_ha": -0.448, "de_lowest_kcal_mol": 30.54, "energy_ev": -58675.81598, "orbital_gap_ev": 9.63, "mol_weight_g_mol": 753.4}

=====

(4)
{"formula": "C36H44BrCuNO5PSSi", "method": "ωB97M-V/def2-TZVPD", "species": ["Cu", "O", "S", "O", "O", "C", "C", "C", "C", "C", "C", "P", "C", "C", "C", "C", "C", "C", "C", "C", "C", "C", "C", "C", "H", "H", "H", "H", "H", "H", "H", "H", "H", "H", "H", "H", "H", "H", "Br", "C", "C", "C", "C", "C", "N", "C", "O", "O", "H", "H", "H", "C", "C", "C", "C", "Si", "C", "C", "C", "C", "C", "C", "C", "C", "H", "H", "H", "H", "H", "H", "H", "H", "H", "H", "H", "H", "H", "H", "H", "H", "H", "H", "H", "H", "H", "H", "H", "H", "H", "H", "H"], "xyz": [[0.60257, 0.85215, 0.27358], [-0.69220, 2.27304, 2.99020], [-1.18237, 0.93270, 2.78058], [-1.15480, 0.07240, 3.94385], [-0.59503, 0.25721, 1.58589], [-2.92178, 1.07512, 2.35307], [-3.77843, 1.47143, 3.36403], [-5.12354, 1.66100, 3.09781], [-5.60245, 1.44045, 1.81366], [-4.74086, 1.03075, 0.81528], [-3.38241, 0.83806, 1.07348], [-2.29212, 0.30825, -0.32214], [-2.55789, 1.79752, -1.34684], [-2.54499, 1.75768, -2.73894], [-2.46562, 2.92457, -3.47581], [-2.38350, 4.15109, -2.83847], [-2.37103, 4.20365, -1.45403], [-2.44866, 3.03900, -0.71536], [-3.46088, -0.99672, -0.90248], [-3.31636, -2.15860, -0.14295], [-4.01910, -3.30363, -0.45217], [-4.87088, -3.31165, -1.54695], [-5.01924, -2.16490, -2.30722], [-4.31800, -1.01144, -1.99229], [-3.36397, 1.60928, 4.35178], [-5.80060, 1.98451, 3.87651], [-6.65013, 1.59406, 1.58426], [-5.11441, 0.86021, -0.18509], [-2.58362, 0.80486, -3.25169], [-2.45732, 2.87242, -4.55771], [-2.30795, 5.05933, -3.42047], [-2.28497, 5.15691, -0.94928], [-2.41121, 3.08037, 0.36701], [-2.62977, -2.13563, 0.69461], [-3.88452, -4.19520, 0.14384], [-5.41495, -4.21149, -1.80044], [-5.67902, -2.16677, -3.16454], [-4.45435, -0.12172, -2.59060], [-0.67517, -1.91557, -2.49653], [-0.00290, -0.24082, -3.07234], [0.23954, -0.09819, -4.42528], [0.70690, 1.13343, -4.86806], [0.87503, 2.13660, -3.93234], [0.62234, 1.87216, -2.58975], [0.19665, 0.68224, -2.15714], [0.84711, 2.97618, -1.56028], [1.00105, 4.11056, -1.99868], [0.88293, 2.62322, -0.34836], [0.05217, -0.92703, -5.08984], [0.91888, 1.29589, -5.91620], [1.18720, 3.13296, -4.20185], [4.46985, 0.42748, -0.74348], [3.75647, -0.90447, -0.50995], [3.10050, -1.27046, -1.84263], [4.81714, -1.96232, -0.20110], [2.34969, -0.68161, 0.91482], [3.13445, 0.32060, 2.45564], [3.19132, 1.81903, 2.13688], [2.21767, 0.18177, 3.67037], [4.53776, -0.13250, 2.87330], [1.69881, -2.50130, 1.47505], [1.47155, -3.40811, 0.26182], [0.33333, -2.38897, 2.15389], [2.65026, -3.22717, 2.43267], [5.13762, 0.34512, -1.60282], [5.07023, 0.71316, 0.11317], [3.74948, 1.21513, -0.94677], [3.84935, -1.30700, -2.63604], [2.37141, -0.51237, -2.10582], [2.60396, -2.23254, -1.80616], [5.56253, -1.98046, -0.99957], [4.38011, -2.95364, -0.13905], [5.33009, -1.75417, 0.73196], [2.19944, 2.20439, 1.91206], [3.83951, 2.04538, 1.29643], [3.57001, 2.35603, 3.00728], [1.20342, 0.48880, 3.43713], [2.57583, 0.82362, 4.47608], [2.18617, -0.83510, 4.04869], [5.27412, 0.06621, 2.10031], [4.56426, -1.19148, 3.11140], [4.84843, 0.41889, 3.76182], [0.84653, -2.90415, -0.46364], [0.94939, -4.31460, 0.57083], [2.40497, -3.70657, -0.20747], [-0.40019, -2.03476, 1.43761], [0.31889, -1.69631, 2.98735], [0.01319, -3.36891, 2.51150], [3.64688, -3.32063, 2.01256], [2.27403, -4.23325, 2.63032], [2.72622, -2.71464, 3.38620]], "mulliken_charge": [-0.11, -0.72, 1.55, -0.72, 0.16, 0.20, -0.67, -0.83, -0.76, -0.48, -0.49, 2.08, 0.65, -0.73, -0.82, -0.68, -0.71, -0.76, 0.18, -0.83, -0.64, -0.55, -0.86, -0.07, 0.49, 0.38, 0.41, 0.37, 0.47, 0.39, 0.35, 0.42, 0.31, 0.09, 0.44, 0.38, 0.41, 0.49, -0.04, -0.14, -0.81, -0.78, -0.71, 0.58, 0.69, 0.27, -0.80, -0.34, 0.55, 0.43, 0.55, -2.08, 2.77, -1.87, -1.87, -0.33, 2.56, -1.89, -1.95, -1.97, 3.11, -2.00, -2.01, -1.89, 0.58, 0.38, 0.23, 0.56, 0.23, 0.27, 0.57, 0.30, 0.31, 0.15, 0.29, 0.57, 0.38, 0.57, 0.23, 0.35, 0.29, 0.57, 0.15, 0.60, 0.30, 0.09, 0.35, 0.69, 0.30, 0.57, 0.32], "multiplicity": 2, "charge": -1, "e_homo_ha": [-0.169, -0.197], "energy_ev": -192460.86913, "orbital_gap_ev": [6.98, 7.36], "mol_weight_g_mol": 805.3}